Record 1
This record from the OMol25 dataset describes the molecule C26H29N3O4. The level of theory is the ωB97M-V functional and the def2-TZVPD basis.

The geometry in XYZ format:
```
62
Properties=species:S:1:pos:R:3:nbo_charge:R:1
C -2.8743 -1.6091 -0.1937 -0.663
C -2.0285 -0.4037 -0.4529 0.118
C -2.0249 0.2457 -1.6492 -0.171
C -2.8939 -0.1282 -2.8232 -0.441
C -2.4471 -1.3841 -3.5827 -0.489
C -1.2575 -1.3006 -4.5353 0.672
O -0.8337 -2.3145 -5.0609 -0.646
N -0.7559 -0.0804 -4.7988 -0.652
C 0.3841 0.0847 -5.6694 -0.219
C 1.7291 -0.0479 -4.9420 -0.424
C 1.8916 0.9504 -3.7850 -0.219
N 1.8821 0.3162 -2.4879 -0.341
C 2.6570 0.6788 -1.4234 -0.111
C 2.2920 -0.1318 -0.3882 -0.093
N 1.3095 -0.9780 -0.7917 -0.481
C 1.0879 -0.6844 -2.0458 0.152
C -1.1720 1.4054 -1.8413 0.776
O -1.0533 1.9975 -2.9061 -0.650
O -0.4721 1.8828 -0.7989 -0.454
C -0.4466 1.2537 0.4036 0.326
C 0.3695 1.8411 1.3728 -0.096
C 1.1410 3.0896 1.0908 -0.634
C 0.4350 1.1713 2.5803 0.367
O 1.1649 1.5241 3.6642 -0.435
C 0.9370 0.5602 4.6049 0.317
C 0.0815 -0.3965 4.1682 -0.103
C -0.2729 -0.0299 2.8284 -0.110
C -1.0855 -0.5749 1.8529 -0.183
C -1.1890 0.0731 0.6214 -0.063
C -0.3335 -1.5636 4.9977 -0.418
C 0.0188 -1.2921 6.4625 -0.387
C 1.4491 -0.7668 6.5942 -0.385
C 1.5854 0.6121 5.9408 -0.451
H -2.2310 -2.4826 -0.0954 0.243
H -3.4273 -1.4871 0.7359 0.230
H -3.5815 -1.7901 -0.9950 0.224
H -3.9099 -0.3039 -2.4596 0.222
H -2.9449 0.7226 -3.5050 0.240
H -3.2798 -1.7329 -4.2006 0.239
H -2.2190 -2.1900 -2.8818 0.228
H -1.0194 0.7235 -4.2394 0.435
H 0.3260 -0.6911 -6.4376 0.231
H 0.3101 1.0683 -6.1397 0.195
H 1.8236 -1.0663 -4.5627 0.227
H 2.5215 0.1046 -5.6757 0.216
H 1.0874 1.6958 -3.8161 0.225
H 2.8428 1.4820 -3.8709 0.210
H 3.3893 1.4572 -1.4952 0.215
H 2.6670 -0.1605 0.6152 0.206
H 0.3747 -1.1923 -2.6613 0.206
H 1.8855 2.8943 0.3204 0.230
H 0.4773 3.8685 0.7206 0.229
H 1.6388 3.4313 1.9933 0.227
H -1.6111 -1.4940 2.0454 0.217
H -1.4055 -1.7426 4.8899 0.215
H 0.1861 -2.4605 4.6466 0.212
H -0.0935 -2.2089 7.0433 0.211
H -0.6717 -0.5496 6.8678 0.199
H 1.7279 -0.7015 7.6468 0.213
H 2.1311 -1.4656 6.1063 0.202
H 2.6346 0.8977 5.8409 0.227
H 1.0963 1.3732 6.5574 0.217
```

## Properties
Charge   0
HOMO   -7.95 eV
Max |F|   1.24 eV/Å
DFT total energy   -1473.4669 Ha
Structure (SMILES)   Cc1c(CCC(=O)NCCCn2ccnc2)c(=O)oc2c(C)c3oc4c(c3cc12)CCCC4
ΔE to the lowest compared entry with this formula, charge and spin   1.3 kcal per mole

=====

Record 2
This record from the OMol25 dataset describes a structure of composition C26H29N3Ta. The level of theory is the ωB97M-V functional and the def2-TZVPD basis.

The geometry in XYZ format:
```
59
Properties=species:S:1:pos:R:3:nbo_charge:R:1
Ta -0.4663 0.0498 0.6911 1.980
C -0.7278 1.6568 2.4619 -0.303
C 0.5234 1.0521 2.7157 -0.229
C 0.3088 -0.3216 2.9744 -0.293
C -1.0943 -0.5540 2.9563 -0.204
C -1.7406 0.6609 2.6303 -0.310
H -0.8996 2.7036 2.2657 0.299
H 1.4839 1.5433 2.7146 0.299
H 1.0700 -1.0529 3.2070 0.299
H -1.5766 -1.4986 3.1571 0.279
H -2.8066 0.8228 2.5806 0.296
C -1.6923 1.8647 -0.4529 -0.033
C -0.4527 1.7383 -1.1409 -0.067
C -0.3917 0.4267 -1.7126 -0.040
C -1.6187 -0.2498 -1.3930 -0.086
C -2.4025 0.6178 -0.5708 -0.053
C -3.8347 0.4030 -0.1775 -0.662
C -2.0857 -1.5253 -2.0154 -0.652
C 0.6232 -0.0566 -2.6960 -0.662
C 0.4465 2.8748 -1.5130 -0.659
C -2.2694 3.1229 0.1032 -0.666
H -4.4725 0.8343 -0.9535 0.283
H -4.0971 0.8974 0.7550 0.240
H -4.0918 -0.6522 -0.1026 0.240
H -2.5330 -1.2879 -2.9842 0.289
H -2.8541 -2.0191 -1.4242 0.241
H -1.2704 -2.2243 -2.1994 0.238
H 0.2972 0.2387 -3.6972 0.287
H 0.7158 -1.1422 -2.6973 0.241
H 1.6050 0.3838 -2.5296 0.248
H -0.0060 3.3697 -2.3772 0.286
H 1.4403 2.5459 -1.8038 0.253
H 0.5352 3.6219 -0.7252 0.245
H -2.9322 2.9429 0.9488 0.245
H -2.8776 3.5866 -0.6795 0.291
H -1.5065 3.8458 0.3858 0.248
C 5.0035 1.7487 -0.0408 -0.093
C 5.1141 0.3840 -0.2997 -0.173
C 4.0010 -0.4305 -0.2489 -0.169
C 2.7631 0.1471 0.0623 0.109
C 2.6519 1.5137 0.3160 -0.213
C 3.7714 2.3199 0.2659 -0.193
N 1.5854 -0.6430 0.1582 -0.260
N 1.7194 -1.8682 -0.0720 -0.090
C 0.5909 -2.6749 0.1008 0.279
C 0.7223 -4.0296 -0.1326 -0.159
C -0.3748 -4.8537 0.0918 -0.077
C -1.5570 -4.2881 0.5483 -0.184
C -1.6182 -2.9227 0.7556 0.079
N -0.5641 -2.1147 0.5386 -0.602
H 5.8867 2.3731 -0.0776 0.263
H 6.0787 -0.0433 -0.5368 0.265
H 4.0821 -1.4899 -0.4398 0.258
H 1.6841 1.9528 0.5386 0.209
H 3.6972 3.3808 0.4617 0.255
H 1.6765 -4.4123 -0.4689 0.286
H -0.3016 -5.9202 -0.0786 0.281
H -2.4309 -4.8930 0.7493 0.282
H -2.5304 -2.4560 1.1070 0.236
```

## Properties
Charge   +3
HOMO   -18.15 eV
Max |F|   0.90 eV/Å
DFT total energy   -1228.4791 Ha
ΔE to the lowest compared entry with this formula, charge and spin   0.4 kcal per mole

=====

Record 3
This record from the OMol25 dataset describes the molecule C26H29N5O3S. The level of theory is the ωB97M-V functional and the def2-TZVPD basis.

The geometry in XYZ format:
```
64
Properties=species:S:1:pos:R:3:nbo_charge:R:1
C 3.1967 -2.0052 2.9978 -0.264
O 2.1670 -1.1405 2.5639 -0.537
C 2.2086 0.1480 3.1085 -0.068
C 3.3359 1.0370 2.5443 -0.272
N 3.2982 1.0718 1.0974 -0.444
C 2.3747 1.8078 0.4269 0.340
S 1.3891 2.9203 1.3728 0.271
C 0.4571 3.7590 0.0515 -0.623
C -0.9273 3.1471 -0.1193 0.673
O -1.9375 3.7946 0.0145 -0.582
N -0.8805 1.8234 -0.4213 -0.640
C -1.9867 0.9851 -0.4141 0.329
C -3.3332 1.2684 -0.3502 -0.365
C -3.9587 0.0121 -0.2332 0.179
C -5.4234 -0.3076 -0.1378 -0.091
C -6.2581 0.9724 -0.1039 -0.598
C -5.6621 -1.1185 1.1412 -0.592
C -5.8153 -1.1518 -1.3568 -0.591
N -3.0580 -0.9536 -0.2184 -0.293
N -1.8574 -0.3690 -0.3375 -0.199
C -0.6928 -1.1532 -0.3462 0.122
C -0.5602 -2.1618 0.6016 -0.194
C 0.5653 -2.9616 0.6012 -0.187
C 1.5566 -2.7684 -0.3466 -0.206
C 1.4110 -1.7826 -1.3067 -0.223
C 0.2920 -0.9682 -1.3106 -0.206
N 2.1875 1.7884 -0.8466 -0.598
C 3.0122 1.0181 -1.6200 0.267
C 2.8398 1.0079 -3.0078 -0.244
C 3.6778 0.2488 -3.7921 -0.175
C 4.6981 -0.5107 -3.2190 -0.236
C 4.8787 -0.5089 -1.8544 -0.135
C 4.0382 0.2540 -1.0412 -0.228
C 4.2048 0.2524 0.4039 0.684
O 5.0521 -0.3720 1.0085 -0.607
H 4.1658 -1.7305 2.5714 0.199
H 2.9215 -2.9967 2.6458 0.191
H 3.2664 -2.0111 4.0915 0.163
H 1.2376 0.5907 2.8704 0.199
H 2.3225 0.1119 4.2021 0.174
H 3.2316 2.0490 2.9422 0.223
H 4.3122 0.6310 2.8189 0.255
H 1.0530 3.6655 -0.8565 0.283
H 0.3545 4.8001 0.3529 0.260
H 0.0278 1.3908 -0.5490 0.439
H -3.7749 2.2403 -0.3728 0.256
H -5.9815 1.5896 0.7476 0.211
H -7.3136 0.7226 -0.0193 0.209
H -6.1146 1.5504 -1.0137 0.210
H -5.3977 -0.5302 2.0173 0.207
H -5.0484 -2.0149 1.1274 0.221
H -6.7088 -1.4049 1.2178 0.201
H -5.2060 -2.0509 -1.3932 0.222
H -6.8640 -1.4349 -1.2991 0.201
H -5.6573 -0.5892 -2.2745 0.207
H -1.3508 -2.3053 1.3209 0.234
H 0.6658 -3.7406 1.3409 0.215
H 2.4374 -3.3923 -0.3489 0.214
H 2.1637 -1.6568 -2.0701 0.220
H 0.1680 -0.2224 -2.0830 0.214
H 2.0502 1.6032 -3.4393 0.225
H 3.5452 0.2404 -4.8638 0.221
H 5.3452 -1.1002 -3.8503 0.221
H 5.6589 -1.0876 -1.3839 0.238
```

## Properties
Charge   0
HOMO   -8.29 eV
Max |F|   0.89 eV/Å
DFT total energy   -1905.9078 Ha
Structure (SMILES)   COCCn1c(SCC(=O)Nc2cc(C(C)(C)C)nn2-c2ccccc2)nc2ccccc2c1=O
ΔE to the lowest compared entry with this formula, charge and spin   16.8 kcal per mole

=====

Number 1: LUMO level 0.09 eV. Number 2: LUMO level -11.93 eV. Number 3: LUMO level 0.17 eV.